[1]
C22H20Cl2MgN10O4Se2 | ωB97M-V with the def2-TZVPD basis set

**ΔE to the lowest compared entry with this formula, charge and spin**: 14.4 kcal/mol
**Kohn-Sham gap**: 6.8 eV
**Total charge**: -2
**Electronic energy**: -207417.24366 eV
**Molecular weight**: 741.599 u

Atoms and positions in Å:
Mg 0.60770 1.04080 0.68576
C -3.82903 2.50299 -4.84950
Se -3.08985 1.09080 -6.04406
C -1.73619 0.30024 -4.76080
C -2.44822 -0.74576 -3.83814
Se -1.49670 -2.41196 -3.63569
C -0.29091 -2.00531 -2.18865
H -4.16445 1.98402 -3.93698
H -4.72912 2.84498 -5.38004
H -3.20685 3.33927 -4.59552
H -1.28130 1.16287 -4.19327
H -0.90372 -0.12122 -5.33921
H -3.43039 -0.99898 -4.24426
H -2.59444 -0.33905 -2.85307
H -0.71757 -1.21833 -1.61166
H 0.65963 -1.63928 -2.35167
H -0.18063 -2.93042 -1.59189
Cl 3.06894 -0.23166 -3.53122
C 3.69765 -0.35160 -1.84091
C 4.89905 -0.94041 -1.61621
C 5.54938 -0.90109 -0.41175
Cl 7.09450 -1.79361 -0.11817
C 4.80845 -0.45597 0.71983
C 5.14554 -0.66373 2.05765
C 4.31976 -0.17035 3.06486
C 3.12962 0.42105 2.72605
N 2.70891 0.46713 1.47521
C 3.51277 0.04323 0.51724
C 2.89848 0.13108 -0.82481
O 1.75883 0.56761 -0.91886
H 5.31980 -1.52090 -2.44455
H 6.06995 -1.21077 2.26685
H 4.66879 -0.27902 4.12176
H 2.54554 1.03337 3.43982
N -1.10238 4.15037 0.43148
C -0.19311 3.88620 1.48199
N -0.02423 4.73468 2.46730
N 1.11909 4.34457 3.06488
N 1.58499 3.30525 2.51293
N 0.80758 2.98613 1.48044
C -1.78969 3.10589 -0.10777
N -2.86254 3.32808 -0.79721
N -3.16349 2.13211 -1.41456
N -2.19497 1.27446 -1.11543
N -1.31469 1.85485 -0.21598
H -1.63342 5.02802 0.66403
O -0.67881 -3.65027 1.25628
C -1.53930 -3.10320 2.18989
C -2.37060 -4.01641 2.89881
C -3.17575 -3.59417 3.93601
C -3.18301 -2.28992 4.28683
C -2.35069 -1.37620 3.65794
C -1.45594 -1.79545 2.65431
C -0.48894 -0.83670 2.09327
O -0.16871 0.20766 2.67161
O 0.03854 -1.09903 0.91794
H -0.34334 -2.85257 0.76919
H -2.20910 -5.08189 2.73119
H -3.64675 -4.31416 4.59334
H -3.84201 -2.07146 5.15391
H -2.18262 -0.25684 3.78320

Force components x, y, z for each atom (eV/Å):
Mg -0.101 -0.374 0.114
C -1.139 -1.351 -0.107
Se 0.872 0.539 0.807
C -0.366 0.646 0.445
C 0.516 0.744 -0.743
Se 0.231 -0.475 -0.420
C -1.244 -1.223 1.099
H 0.282 0.418 -0.248
H 0.283 0.027 0.127
H 0.605 0.123 -0.105
H -0.704 -0.897 -0.391
H -0.522 -0.076 -0.063
H 0.214 -0.084 -0.022
H -0.042 0.255 0.438
H -0.797 0.295 0.769
H 2.098 0.556 -1.363
H -0.294 0.534 -0.178
Cl 0.412 -0.257 1.069
C -1.552 0.584 -1.604
C 2.389 -1.211 -0.613
C -0.057 -0.709 0.455
Cl -0.931 0.522 -0.411
C 0.077 -0.518 0.226
C 0.330 0.171 0.643
C 1.979 -1.103 0.698
C -1.080 1.568 0.418
N -0.225 0.410 0.852
C -0.155 -0.136 -1.391
C 1.635 -0.541 1.097
O -2.551 1.185 -0.640
H 0.195 0.479 0.242
H -0.305 0.356 0.158
H -0.602 0.209 -0.999
H 0.124 -0.865 -0.346
N 0.571 1.411 2.490
C 0.996 0.492 -0.517
N -0.028 0.693 0.208
N -0.462 1.086 1.282
N 0.401 -0.602 -0.290
N -0.987 -0.850 -1.246
C 0.455 -0.676 -0.785
N -2.002 -0.721 -1.108
N 2.648 -0.135 1.053
N -0.952 0.882 0.811
N -0.629 -0.231 -1.098
H 0.514 -1.634 -0.550
O -1.098 1.165 0.400
C 0.522 -2.006 0.535
C 0.886 -0.120 -0.568
C 0.960 -1.587 -0.555
C -0.973 2.262 1.616
C 1.203 1.430 -0.754
C -1.071 -0.328 0.148
C 1.454 0.011 -2.438
O -0.418 0.584 0.422
O -1.031 0.056 1.326
H 0.277 -0.106 0.199
H -0.237 0.263 -0.303
H -0.310 -0.110 -0.287
H 0.592 0.545 -0.730
H -0.856 -1.574 0.726



[2]
C3H8O4 | ωB97M-V with the def2-TZVPD basis set

**SMILES string**: C[C@](O)(CO)OO
**ΔE to the lowest compared entry with this formula, charge and spin**: 124.5 kcal/mol
**Kohn-Sham gap**: 9.8 eV
**Electronic energy**: -11425.87061 eV
**Molecular weight**: 108.093 u

Atoms and positions in Å:
C 0.63990 0.60211 1.33149
C -0.03249 0.17071 0.06050
O -0.75649 1.12612 -0.59379
C -0.53981 -1.19043 -0.10337
O -1.77137 -0.90569 0.94816
O 1.25338 -0.46112 -0.98218
O 1.34621 0.45692 -2.10379
H 0.97609 -0.25288 1.91800
H -0.03698 1.20009 1.94711
H 1.51928 1.19971 1.07492
H -0.30337 1.97488 -0.47006
H 0.00539 -1.97923 0.40044
H -0.99470 -1.41463 -1.06294
H -2.41872 -0.37230 0.45745
H 1.11368 -0.15428 -2.82193

Force components x, y, z for each atom (eV/Å):
C 0.214 0.052 -0.083
C 2.486 -0.875 -2.412
O 0.773 -0.659 0.382
C -4.519 1.437 3.229
O 0.776 -1.276 -1.338
O -0.323 2.292 0.351
O 0.118 -0.863 0.270
H -0.058 0.040 -0.126
H -0.023 -0.152 -0.143
H -0.079 -0.010 0.015
H -0.193 -0.164 -0.110
H 0.148 0.151 -0.325
H 0.301 -0.044 0.076
H 0.354 -0.284 0.096
H 0.025 0.354 0.120



[3]
H10NO3 | ωB97M-V with the def2-TZVPD basis set

**ΔE to the lowest compared entry with this formula, charge and spin**: 13.8 kcal/mol
**Kohn-Sham gap**: 12.1 eV
**Total charge**: +1
**Electronic energy**: -7789.07830 eV
**Molecular weight**: 72.084 u

Atoms and positions in Å:
N 0.32824 -0.68742 0.33310
H 0.21656 -0.58592 1.37109
H 0.79364 0.10880 -0.09128
H -0.57503 -0.88171 -0.12700
H 0.98508 -1.44362 0.10498
H 0.80762 -0.92698 3.88858
H -0.21839 0.07536 3.56334
O 0.41782 -0.50139 3.10926
H -1.54505 -1.63772 -2.33859
H -0.91864 -0.27736 -2.67677
O -1.17219 -0.85091 -1.94257
H 0.29236 2.58577 -0.97975
H 0.20911 2.90825 -2.38672
O 0.37886 2.11486 -1.82766

Force components x, y, z for each atom (eV/Å):
N 0.357 -0.565 0.344
H 0.474 -0.136 -0.343
H -0.463 0.595 -0.078
H 0.344 0.315 -0.438
H -0.467 -0.181 0.382
H 0.321 -0.309 -0.504
H -0.016 0.071 -0.465
O -0.431 0.340 0.979
H -0.209 -0.237 -0.225
H -0.035 0.072 0.143
O 0.149 0.104 0.111
H 0.119 -0.552 0.018
H 0.257 -1.063 -0.176
O -0.398 1.546 0.252